(1)
Computed, not measured: a molecular structure, C4H4CuFIO5S in a non-equilibrium geometry, with ωB97M-V with the def2-TZVPD basis set.

```
17
Properties=species:S:1:pos:R:3:forces:R:3
O -3.55007 0.28295 0.06257 8.700 3.268 4.177
C -2.39771 0.73265 0.63075 -6.677 -2.454 -1.598
F -2.42144 0.95873 2.12092 0.602 -0.589 -5.084
C -1.00365 0.99680 -0.25444 -0.642 0.527 1.171
C -0.01564 -0.27037 0.07039 -2.610 1.028 -0.989
O 0.37972 -0.03815 1.46820 2.898 -0.490 -3.072
S 2.09677 0.16981 1.32347 2.622 2.611 4.625
O 2.56774 -0.18150 2.76622 -1.727 1.042 -6.796
O 2.60358 1.51057 0.68087 -2.850 -5.845 2.184
O 2.29099 -1.06273 0.11541 -1.821 2.536 -0.347
C 1.28173 -0.57883 -0.88263 0.064 0.709 1.432
I 0.68886 -2.37678 -1.97898 0.649 -0.066 -0.312
H -0.55619 2.01370 0.16482 -0.762 -2.226 -1.132
H -1.35882 1.07130 -1.37193 0.688 -0.139 2.329
H -0.70731 -1.18984 -0.14209 1.357 1.521 1.647
H 1.68189 0.24076 -1.61582 -0.689 -1.629 1.539
Cu -1.58044 -2.27907 -3.15774 0.197 0.198 0.227
```
Forces are in eV/Å.

Values from the calculation:
- Total energy: -80728.77766 eV
- Total charge: +1

***

(2)
Computed, not measured: 10 unconnected molecules or ions with the total composition C45H117N13O17 in a non-equilibrium geometry, with ωB97M-V with the def2-TZVPD basis set.

```
192
Properties=species:S:1:pos:R:3:forces:R:3
C 21.60517 46.75396 4.57735 0.073 0.014 -1.151
O 21.54010 46.92156 3.14191 0.592 0.539 -0.253
C 22.76543 46.56954 2.45487 0.271 -0.237 0.634
C 22.56346 46.40457 0.93141 0.280 0.504 1.577
N 21.49710 45.46415 0.79747 -0.651 0.109 -0.142
C 21.08168 45.33887 -0.55851 -1.649 -1.367 -1.116
C 19.88161 44.34761 -0.71107 0.777 0.804 1.494
O 18.78239 44.93023 0.01295 -0.176 -0.187 -1.019
C 17.54423 44.24577 -0.16538 0.138 0.089 0.700
H 20.78398 47.28546 5.05823 -0.183 -0.095 -0.414
H 22.51799 47.19248 4.98054 0.259 -0.210 -0.004
H 21.51969 45.68560 4.77588 0.197 -0.016 0.364
H 23.12564 45.65382 2.92372 -0.092 -0.562 -0.361
H 23.58725 47.25572 2.65945 -0.179 0.712 0.044
H 23.46880 46.09164 0.41128 0.213 -0.374 0.362
H 22.34746 47.37853 0.49228 -0.320 0.407 -0.072
H 20.73152 45.94651 1.24616 -0.429 -0.456 0.637
H 21.91244 44.95230 -1.14884 0.013 0.176 -0.287
H 20.65262 46.25221 -0.97062 0.506 0.573 -0.294
H 20.18247 43.43403 -0.19828 -0.144 -0.458 -0.178
H 19.66910 44.17167 -1.76559 -0.261 0.013 -0.080
H 17.54436 43.30618 0.38712 0.127 -0.360 -0.247
H 17.26016 44.08770 -1.20577 0.362 -0.083 -0.254
H 16.73128 44.81568 0.28454 0.255 0.412 0.080
C 4.55211 47.14935 0.24722 0.574 -0.171 -0.305
O 5.87664 46.76862 0.46769 1.714 -0.664 1.250
C 6.38377 45.65721 -0.26066 1.358 0.084 0.326
C 7.88548 45.43525 0.13733 -0.675 -0.336 -1.162
N 8.84221 46.30853 -0.58265 -1.289 -0.813 0.682
C 10.18624 46.34944 0.02195 -1.492 0.586 -0.555
C 10.94901 45.03486 0.07097 0.235 0.849 0.754
O 12.24211 45.47338 0.46792 1.177 -1.119 0.181
C 13.04909 44.43138 1.07673 -0.380 0.486 -0.490
H 3.87043 46.36707 0.58110 -0.300 -0.407 -0.892
H 4.66609 47.42657 -0.80075 -1.878 0.139 -0.303
H 4.26184 47.97555 0.89624 0.588 0.368 -0.224
H 6.34882 45.76776 -1.34448 -0.184 0.549 -0.271
H 5.86998 44.71493 -0.07038 -0.424 0.027 0.478
H 8.13054 44.42834 -0.20057 -0.106 -0.320 0.297
H 7.91932 45.46339 1.22643 0.306 0.196 0.271
H 8.38939 47.20789 -0.50382 0.549 0.570 -0.184
H 10.08942 46.72588 1.04030 0.393 0.037 0.289
H 10.67431 47.10718 -0.59100 0.673 -0.264 0.236
H 10.93430 44.45448 -0.85156 0.186 0.135 -0.332
H 10.55167 44.40031 0.86315 -0.283 -0.190 0.106
H 12.96186 43.49284 0.52935 -0.217 -0.136 0.068
H 12.79636 44.30477 2.12945 -0.443 -0.168 0.048
H 14.11363 44.66551 1.08103 -0.140 0.528 -0.335
C 14.42052 44.18299 -2.15528 -0.101 0.271 -1.518
O 14.45472 44.84670 -3.43144 0.589 0.007 -0.157
C 14.30198 43.91855 -4.53391 -2.035 1.869 0.381
C 14.35950 44.76242 -5.84049 2.139 -1.619 0.146
N 14.04898 43.96857 -7.04123 0.274 0.542 0.170
C 14.56781 44.58065 -8.26768 -2.504 -0.793 -1.216
C 13.76216 43.90246 -9.45252 -0.723 1.521 1.118
O 12.43198 44.43776 -9.41200 0.870 1.136 1.060
C 11.50776 43.83694 -10.26507 1.033 -0.286 0.488
H 14.57378 44.82829 -1.29029 0.059 0.498 -0.508
H 15.24948 43.47710 -2.20673 -0.375 -0.590 0.448
H 13.40578 43.78935 -2.09677 0.151 -0.810 0.493
H 13.28506 43.53276 -4.46231 -0.246 -0.523 0.115
H 14.99693 43.08029 -4.48434 0.369 0.090 -0.185
H 15.43889 44.91241 -5.86339 0.379 1.062 -0.163
H 13.85002 45.72597 -5.83088 -0.242 -0.320 0.315
H 14.50883 43.07171 -6.97574 0.078 -0.379 0.309
H 15.61361 44.51230 -8.56722 0.527 -0.192 0.733
H 14.27527 45.63018 -8.23634 0.142 0.104 -0.268
H 13.66589 42.82922 -9.28818 0.417 -0.292 -0.089
H 14.23069 44.14384 -10.40662 0.097 -0.194 -0.278
H 11.78345 44.16137 -11.26849 -0.570 -0.512 -0.501
H 10.49700 44.12225 -9.97342 0.130 0.174 -0.137
H 11.65547 42.77676 -10.05937 -0.552 -0.539 -0.850
C 15.93877 37.76429 0.12202 -0.635 0.110 0.158
O 17.21333 37.40421 -0.36332 0.342 0.100 -1.233
C 17.30673 37.10924 -1.77361 -0.424 -0.523 -0.481
C 16.70071 35.76296 -2.17275 1.909 -0.993 -0.517
N 17.58552 34.64629 -1.76629 -0.061 0.198 1.825
C 17.36875 34.32823 -0.35978 -0.268 -0.737 0.949
C 18.00374 33.01743 0.08386 0.676 0.079 0.004
O 17.52716 32.54199 1.38302 1.445 -0.153 -0.855
C 18.49031 31.57904 1.97902 -1.314 1.472 -0.552
H 15.97439 38.39268 1.01195 0.775 0.158 -0.012
H 15.36451 36.90691 0.47300 -0.114 -0.371 -0.367
H 15.35980 38.34265 -0.59796 0.005 -0.197 -0.268
H 18.33107 37.14118 -2.14482 0.375 -0.198 0.916
H 16.84557 37.81724 -2.46222 -0.674 0.807 0.625
H 16.79173 35.60708 -3.24770 -0.741 0.931 -0.322
H 15.66876 35.73666 -1.82275 -0.233 -0.474 0.021
H 17.53403 33.77748 -2.27876 -0.548 0.297 -0.560
H 16.30903 34.15072 -0.17657 -0.505 0.475 0.249
H 17.74438 35.13077 0.27500 -0.258 0.096 -0.055
H 19.08158 33.17362 0.03933 0.365 -0.068 0.721
H 17.86884 32.31793 -0.74112 -0.566 -0.766 0.186
H 18.48668 30.68589 1.35424 0.429 -0.031 0.129
H 18.16137 31.35201 2.99310 -0.367 -0.045 -0.207
H 19.44944 32.08372 2.09510 0.236 -0.273 -0.403
C 20.05258 35.34831 2.86537 -0.706 0.012 0.391
O 20.22361 36.70957 2.69645 1.895 1.201 -0.922
C 19.02887 37.45230 2.67549 0.177 0.539 1.216
C 19.22731 38.96341 2.34849 0.963 -2.003 -1.027
N 19.25305 39.06068 0.88381 0.003 -0.135 1.079
C 19.16839 40.44139 0.44223 -0.473 -1.388 0.015
C 19.18166 40.48363 -1.11104 0.534 0.815 0.814
O 18.05761 41.13206 -1.66692 -0.402 0.122 0.534
C 18.10162 41.26854 -3.06176 -0.905 -0.039 0.031
H 20.98231 34.78499 2.94514 0.267 0.479 -0.348
H 19.45265 34.98628 2.03044 -0.209 -0.601 0.026
H 19.54957 35.20716 3.82202 -0.474 -0.494 0.117
H 18.67229 37.35712 3.70111 -0.815 0.128 0.055
H 18.32847 36.99982 1.97349 -0.317 -0.021 -0.035
H 20.20919 39.26057 2.71684 0.010 0.154 0.318
H 18.46002 39.56633 2.83413 -0.345 0.091 0.062
H 18.54356 38.42248 0.55301 -0.237 0.491 -0.627
H 20.00989 40.86939 0.98698 0.418 0.702 -0.824
H 18.31157 40.94000 0.89538 -0.659 0.301 -0.392
H 19.21533 39.48793 -1.55328 0.362 -0.235 0.320
H 20.08738 41.04627 -1.33735 0.229 -0.062 -0.655
H 18.58925 42.20110 -3.34575 0.410 -0.147 -0.221
H 17.06921 41.31682 -3.40804 -0.251 0.324 0.049
H 18.45902 40.38333 -3.58783 0.692 -0.017 0.115
C 11.31601 40.87647 3.58903 0.990 -0.116 0.669
O 12.70727 40.62085 3.46119 -0.048 -1.632 -0.077
C 13.48558 40.93107 4.62657 -0.045 0.987 -0.901
C 14.95324 40.55546 4.46400 -1.456 -0.102 0.066
N 15.16374 39.17277 4.87466 0.633 -0.633 -0.104
C 14.32929 38.17506 4.21805 0.113 -1.141 0.155
C 14.86665 36.72438 4.46155 -0.001 1.236 -0.043
O 16.14198 36.52193 3.80950 -1.645 0.627 0.365
C 16.45111 35.17005 3.87386 0.711 -0.906 -0.854
H 11.22632 41.94646 3.40153 -0.915 -0.011 -0.079
H 10.98364 40.60226 4.59025 -0.042 0.365 0.320
H 10.73998 40.19910 2.95858 0.207 0.418 -0.597
H 13.08602 40.46644 5.52800 -0.262 0.051 0.072
H 13.41387 42.01871 4.62677 0.178 0.210 0.929
H 15.46783 41.23906 5.13927 0.390 -0.192 -0.096
H 15.21946 40.77296 3.42963 0.285 0.046 -0.114
H 16.08139 38.90077 4.55213 0.576 0.191 0.374
H 14.25455 38.36107 3.14664 -0.059 -0.135 -0.346
H 13.31813 38.19827 4.62440 -0.119 0.041 0.016
H 14.14027 35.96174 4.18078 -0.147 0.081 -0.920
H 14.90691 36.52011 5.53148 0.674 0.373 0.404
H 17.21723 34.90149 3.14651 0.618 0.539 0.267
H 15.66676 34.53432 3.46308 -0.720 -0.051 0.591
H 16.76192 34.89253 4.88108 -0.105 -0.332 0.066
C 19.35925 41.13821 -6.28838 0.521 0.512 -0.265
O 18.11897 40.70212 -6.78309 -0.038 1.087 -2.018
C 17.69037 41.50257 -7.94409 -2.647 -1.523 0.477
C 16.21878 40.93388 -8.24392 2.475 -0.018 -0.596
N 15.39225 41.23137 -7.14113 0.869 0.456 2.332
C 14.24705 40.44536 -7.14108 -4.243 -0.432 0.034
C 13.37736 40.38189 -5.77781 1.417 0.880 -1.971
O 14.19900 39.88902 -4.75046 0.159 -0.192 -0.844
C 13.43749 39.65139 -3.59183 0.870 -0.143 -0.491
H 19.26708 42.04416 -5.68932 -0.265 -0.227 0.756
H 20.03404 41.51517 -7.05691 0.093 -0.494 -0.602
H 19.84539 40.29669 -5.79481 -0.098 0.279 0.291
H 18.28162 41.46476 -8.85903 0.593 -0.609 0.319
H 17.58507 42.55791 -7.69253 0.056 0.096 0.375
H 16.21269 39.85557 -8.40300 0.822 -0.537 0.198
H 15.81136 41.22750 -9.21134 -0.090 1.013 0.073
H 15.84884 40.94776 -6.28603 0.976 0.320 0.133
H 14.30608 39.42737 -7.52617 0.859 -0.609 0.357
H 13.70221 40.90815 -7.96392 -1.353 -0.052 0.189
H 12.48962 39.76489 -5.91683 0.048 -0.382 -0.245
H 12.99978 41.36959 -5.51326 0.079 0.366 -0.015
H 13.14329 40.63213 -3.21807 -0.330 -0.150 0.655
H 14.13009 39.08544 -2.96886 -0.404 0.196 0.582
H 12.58434 39.02392 -3.84969 -0.272 0.017 0.294
N 11.19233 36.55868 -0.24291 -0.333 -5.623 0.466
C 11.42858 37.80590 -0.31341 1.104 4.179 -1.374
N 10.27933 38.49636 -0.22176 -1.439 1.335 0.398
O 12.51454 38.32352 -0.57768 0.171 -0.197 0.290
H 10.22832 36.25857 -0.26957 0.537 -0.427 0.075
H 11.93540 35.87705 -0.30069 -0.223 0.199 -0.063
H 10.24961 39.50592 -0.21737 0.157 -0.341 0.010
H 9.47465 37.97485 0.09546 -0.018 0.718 0.014
N 13.93860 40.22149 0.92260 -1.962 -1.830 1.359
C 14.73025 41.19709 0.56521 0.051 0.858 2.344
N 15.11544 41.18671 -0.66321 1.031 0.216 -3.748
O 15.11797 42.05466 1.36683 0.410 0.918 0.710
H 13.52015 39.53145 0.31528 0.149 0.126 -0.355
H 13.49880 40.29181 1.82908 0.094 0.161 0.228
H 14.62131 40.59497 -1.31573 0.441 0.279 -0.159
H 15.74268 41.92074 -0.95961 -0.045 -0.426 -0.165
N 15.02753 44.09501 3.80134 -3.097 0.791 -0.371
C 16.27407 44.00515 4.23950 0.411 1.507 2.122
N 16.94040 43.18372 3.49532 3.083 -3.271 -3.154
O 16.71744 44.59495 5.21143 0.026 0.327 0.584
H 14.37801 44.71011 4.27028 0.273 -0.177 -0.161
H 14.71847 43.51212 3.03661 -0.085 0.091 0.093
H 16.55992 42.88351 2.60920 -0.278 -0.117 0.073
H 17.90591 42.89975 3.58050 -0.211 0.690 0.704
```
Forces are in eV/Å.

Values from the calculation:
- Total energy: -102730.46284 eV
- Energy above the lowest of the compared OMol25 structures with the same formula, charge and spin: 108.0 kcal/mol
- Total charge: 0